[1]
C54H79BMnN5P as an isolated structure, computed with wB97M-V/def2-TZVPD.

Geometry (Å):
1 Mn 0.080 0.409 0.126
2 C 5.050 2.239 -0.999
3 C 3.968 1.163 -1.031
4 C 4.560 -0.170 -0.568
5 P 2.366 1.550 -0.185
6 C 2.720 2.251 1.502
7 C 3.415 3.599 1.697
8 C 3.357 1.194 2.406
9 C 1.570 2.845 -1.175
10 C 2.103 4.136 -1.331
11 C 1.521 5.105 -2.121
12 C 2.122 6.478 -2.268
13 C 0.350 4.744 -2.798
14 C -0.189 3.484 -2.694
15 C 0.395 2.481 -1.878
16 N -0.135 1.206 -1.794
17 C -0.831 0.778 -2.958
18 C -0.142 0.615 -4.177
19 C 1.309 0.992 -4.339
20 C -0.827 0.167 -5.302
21 C -2.187 -0.112 -5.278
22 C -2.899 -0.647 -6.492
23 C -2.860 0.106 -4.086
24 C -2.210 0.556 -2.942
25 C -3.026 0.936 -1.740
26 H 5.863 1.936 -1.664
27 H 5.473 2.338 0.001
28 H 4.701 3.214 -1.334
29 H 3.636 1.044 -2.069
30 H 4.991 -0.084 0.431
31 H 5.363 -0.470 -1.247
32 H 3.819 -0.967 -0.545
33 H 1.699 2.366 1.850
34 H 4.456 3.582 1.375
35 H 3.412 3.839 2.765
36 H 2.909 4.413 1.181
37 H 4.402 1.014 2.144
38 H 2.826 0.242 2.365
39 H 3.336 1.537 3.444
40 H 3.022 4.392 -0.820
41 H 2.999 6.592 -1.628
42 H 1.408 7.260 -1.995
43 H 2.435 6.672 -3.297
44 H -0.144 5.476 -3.431
45 H -1.087 3.236 -3.248
46 H 1.851 0.948 -3.399
47 H 1.398 2.017 -4.712
48 H 1.798 0.333 -5.058
49 H -0.273 0.036 -6.228
50 H -2.497 -0.218 -7.411
51 H -3.967 -0.427 -6.452
52 H -2.790 -1.733 -6.562
53 H -3.934 -0.063 -4.043
54 H -4.031 0.524 -1.797
55 H -3.119 2.025 -1.686
56 H -2.576 0.597 -0.814
57 C -2.486 2.329 1.117
58 C -3.297 3.269 2.046
59 N -2.425 3.868 3.056
60 C -1.750 2.793 3.783
61 C -0.841 1.984 2.829
62 N -1.041 2.417 1.422
63 C -0.687 3.851 1.281
64 C -1.421 4.682 2.366
65 H -2.614 2.602 0.071
66 H -2.797 1.290 1.237
67 H -4.097 2.724 2.551
68 H -3.759 4.077 1.476
69 H -2.516 2.154 4.229
70 H -1.172 3.231 4.598
71 H -1.050 0.915 2.887
72 H 0.209 2.116 3.093
73 H -0.971 4.154 0.272
74 H 0.386 3.988 1.357
75 H -1.920 5.545 1.921
76 H -0.718 5.058 3.113
77 C 2.131 -4.608 -1.635
78 C 1.472 -3.229 -1.541
79 C 2.351 -2.154 -2.175
80 C 0.085 -3.269 -2.162
81 C -0.049 -3.509 -3.528
82 C -1.292 -3.696 -4.098
83 C -2.427 -3.678 -3.299
84 C -2.343 -3.438 -1.933
85 C -3.596 -3.476 -1.067
86 C -4.751 -4.246 -1.700
87 C -4.064 -2.075 -0.687
88 C -1.068 -3.185 -1.385
89 N -0.915 -2.950 0.016
90 B -0.531 -1.753 0.759
91 N -0.560 -2.265 2.131
92 C -0.864 -3.630 2.146
93 C -1.076 -4.035 0.884
94 C -0.024 -1.639 3.298
95 C -0.841 -0.895 4.165
96 C -0.222 -0.187 5.195
97 C 1.148 -0.244 5.395
98 C 1.921 -1.070 4.596
99 C 1.348 -1.795 3.555
100 C 2.191 -2.783 2.764
101 C 2.933 -3.743 3.696
102 C 3.158 -2.094 1.808
103 C -2.365 -0.912 4.144
104 C -3.057 -0.572 2.806
105 C -2.884 -2.248 4.696
106 H 3.097 -4.605 -1.124
107 H 2.303 -4.892 -2.677
108 H 1.503 -5.376 -1.178
109 H 1.359 -2.987 -0.483
110 H 2.330 -2.211 -3.265
111 H 3.393 -2.268 -1.861
112 H 2.001 -1.160 -1.892
113 H 0.838 -3.576 -4.148
114 H -1.379 -3.880 -5.162
115 H -3.393 -3.858 -3.754
116 H -3.343 -3.990 -0.141
117 H -5.171 -3.715 -2.558
118 H -5.554 -4.363 -0.969
119 H -4.447 -5.241 -2.032
120 H -4.423 -1.557 -1.578
121 H -3.256 -1.490 -0.249
122 H -4.885 -2.125 0.033
123 H -0.870 -4.209 3.055
124 H -1.301 -5.025 0.519
125 H -0.837 0.409 5.862
126 H 1.605 0.327 6.194
127 H 2.985 -1.162 4.790
128 H 1.517 -3.379 2.152
129 H 3.715 -3.231 4.263
130 H 3.412 -4.534 3.115
131 H 2.252 -4.209 4.411
132 H 3.902 -1.498 2.348
133 H 2.616 -1.435 1.128
134 H 3.693 -2.836 1.207
135 H -2.661 -0.150 4.870
136 H -2.352 -0.493 1.983
137 H -3.613 0.367 2.880
138 H -3.769 -1.350 2.527
139 H -2.732 -3.047 3.971
140 H -3.956 -2.178 4.896
141 H -2.379 -2.518 5.626

Calculated values
- Frontier orbital gap (spin up / spin down): 7.26 / 7.35 eV
- Total energy: -106019.10246 eV
- Net charge: 0
- 2S+1: 6
- ⟨S²⟩: 8.7609

Löwdin atomic charge list, values in e, 2 entries:
1 Mn 0.819
2 C -0.098

---

[2]
A 9-piece molecular cluster, C54H84N15O15P3 overall at a distorted geometry, computed with wB97M-V/def2-TZVPD.

Geometry (Å):
1 C -0.277 -3.540 4.866
2 N 0.485 -3.983 3.751
3 C 1.868 -4.336 4.182
4 P -0.196 -4.363 2.279
5 O -1.510 -3.745 2.061
6 N 1.081 -4.093 1.205
7 C 1.078 -4.929 0.013
8 C 1.518 -2.725 1.009
9 N -0.456 -6.082 2.146
10 C -1.802 -6.414 2.753
11 C 0.584 -6.990 2.612
12 H 0.093 -2.509 5.066
13 H -0.265 -4.220 5.738
14 H -1.310 -3.494 4.588
15 H 2.443 -4.623 3.333
16 H 1.854 -5.179 4.892
17 H 2.347 -3.475 4.676
18 H 1.653 -4.459 -0.748
19 H 1.611 -5.868 0.300
20 H 0.059 -5.108 -0.312
21 H 2.635 -2.637 0.831
22 H 1.011 -2.202 0.167
23 H 1.333 -2.136 1.885
24 H -1.817 -7.524 2.803
25 H -1.813 -5.934 3.756
26 H -2.548 -5.890 2.123
27 H 0.459 -7.122 3.644
28 H 1.574 -6.591 2.358
29 H 0.554 -7.945 2.099
30 C -1.912 6.969 0.608
31 N -2.032 6.032 -0.492
32 C -2.446 4.715 -0.165
33 P -1.311 6.435 -1.971
34 O -1.199 7.913 -2.178
35 N 0.218 5.783 -2.061
36 C 1.419 6.654 -2.068
37 C 0.516 4.385 -1.626
38 N -2.269 5.529 -3.020
39 C -3.726 5.792 -3.011
40 C -1.672 5.495 -4.380
41 H -1.331 6.578 1.443
42 H -2.872 7.268 0.936
43 H -1.355 7.855 0.251
44 H -2.808 4.169 -1.024
45 H -3.377 4.831 0.428
46 H -1.780 4.073 0.366
47 H 1.642 7.055 -3.052
48 H 1.348 7.477 -1.444
49 H 2.317 6.023 -1.796
50 H 1.304 4.024 -2.256
51 H 0.785 4.436 -0.555
52 H -0.324 3.702 -1.738
53 H -3.979 5.867 -1.920
54 H -3.982 6.681 -3.642
55 H -4.245 4.859 -3.348
56 H -1.604 6.505 -4.895
57 H -2.319 4.840 -4.996
58 H -0.711 5.071 -4.219
59 C -0.555 1.723 -5.558
60 N -0.605 0.899 -4.314
61 C 0.574 0.940 -3.469
62 P -1.823 -0.194 -4.062
63 O -2.505 -0.514 -5.304
64 N -1.163 -1.546 -3.306
65 C -0.910 -1.577 -1.862
66 C -0.197 -2.254 -4.158
67 N -2.858 0.381 -2.877
68 C -3.207 1.799 -3.044
69 C -4.109 -0.368 -2.829
70 H -0.412 2.801 -5.299
71 H -1.459 1.712 -6.158
72 H 0.251 1.473 -6.243
73 H 0.611 1.979 -3.035
74 H 1.502 0.875 -4.046
75 H 0.508 0.186 -2.693
76 H -1.198 -2.584 -1.543
77 H 0.239 -1.577 -1.632
78 H -1.547 -0.795 -1.412
79 H 0.859 -2.069 -3.900
80 H -0.451 -3.291 -4.225
81 H -0.366 -1.873 -5.200
82 H -3.388 2.157 -4.103
83 H -4.170 1.989 -2.548
84 H -2.375 2.441 -2.680
85 H -3.879 -1.438 -2.585
86 H -4.572 -0.207 -3.824
87 H -4.712 -0.011 -2.008
88 O 5.285 2.345 -4.090
89 N 4.520 2.137 -3.117
90 O 3.761 2.964 -2.653
91 C 4.354 0.775 -2.659
92 C 3.208 0.342 -1.944
93 C 3.046 -1.045 -1.801
94 C 3.997 -1.920 -2.210
95 C 5.160 -1.517 -2.922
96 C 5.200 -0.182 -3.271
97 H 2.500 1.021 -1.502
98 H 2.190 -1.286 -1.239
99 H 3.911 -2.947 -1.946
100 H 5.839 -2.271 -3.301
101 H 6.059 0.219 -3.792
102 O -0.469 1.569 3.387
103 N -0.944 0.497 3.767
104 O -0.365 -0.555 3.977
105 C -2.401 0.569 4.006
106 C -3.016 1.842 4.095
107 C -4.376 1.819 4.288
108 C -5.106 0.636 4.552
109 C -4.437 -0.568 4.693
110 C -3.037 -0.565 4.465
111 H -2.529 2.716 3.734
112 H -4.920 2.759 4.276
113 H -6.163 0.825 4.721
114 H -5.039 -1.467 4.761
115 H -2.442 -1.483 4.489
116 O -4.599 -3.783 -1.390
117 N -3.629 -4.543 -1.183
118 O -3.077 -4.557 -0.114
119 C -3.273 -5.594 -2.201
120 C -2.093 -6.329 -1.968
121 C -1.815 -7.352 -2.883
122 C -2.609 -7.571 -3.984
123 C -3.825 -6.797 -4.203
124 C -4.110 -5.834 -3.280
125 H -1.403 -6.060 -1.155
126 H -0.990 -8.057 -2.799
127 H -2.365 -8.432 -4.556
128 H -4.555 -7.071 -4.989
129 H -4.964 -5.213 -3.475
130 O 7.725 1.835 3.300
131 N 7.157 1.941 4.402
132 O 7.550 2.672 5.302
133 C 5.901 1.243 4.577
134 C 5.818 -0.053 4.134
135 C 4.587 -0.740 4.407
136 C 3.568 -0.045 5.046
137 C 3.709 1.320 5.485
138 C 4.855 1.939 5.213
139 H 6.646 -0.662 3.676
140 H 4.508 -1.753 4.047
141 H 2.698 -0.525 5.412
142 H 2.941 1.863 5.990
143 H 5.062 2.885 5.688
144 O 6.931 1.324 0.320
145 N 5.842 0.951 0.691
146 O 5.507 -0.198 0.627
147 C 4.948 1.928 1.255
148 C 3.645 1.501 1.562
149 C 2.676 2.503 1.894
150 C 3.076 3.813 1.967
151 C 4.350 4.194 1.622
152 C 5.324 3.276 1.272
153 H 3.460 0.441 1.466
154 H 1.701 2.266 2.161
155 H 2.270 4.476 2.203
156 H 4.576 5.199 1.622
157 H 6.320 3.484 0.978
158 O -0.286 1.984 -0.202
159 N -0.460 0.866 0.249
160 O 0.484 0.101 0.461
161 C -1.820 0.531 0.732
162 C -2.836 1.387 0.455
163 C -4.125 0.998 0.695
164 C -4.340 -0.364 1.049
165 C -3.350 -1.225 1.403
166 C -2.030 -0.763 1.246
167 H -2.581 2.311 -0.023
168 H -4.977 1.563 0.439
169 H -5.330 -0.727 1.137
170 H -3.584 -2.237 1.630
171 H -1.229 -1.492 1.494

Calculated values
- Frontier orbital gap: 7.27 eV
- SMILES: CN(C)P(=O)(N(C)C)N(C)C.CN(C)P(=O)(N(C)C)N(C)C.CN(C)P(=O)(N(C)C)N(C)C.O=[N+]([O-])c1ccccc1.O=[N+]([O-])c1ccccc1.O=[N+]([O-])c1ccccc1.O=[N+]([O-])c1ccccc1.O=[N+]([O-])c1ccccc1.O=[N+]([O-])c1ccccc1
- Total energy: -138276.54222 eV
- Net charge: 0

Löwdin atomic charge list, values in e, 2 entries:
1 C -0.144
2 N -0.285

---

Q: Among the records above, which one has the highest total energy?
A: C54H79BMnN5P